ORCA calculation (ωB97M-V with the def2-TZVPD basis set) on C7H12 in the gas phase.

Calculated values
LUMO energy, eV: 1.016
Energy above the lowest of the compared OMol25 structures with the same formula, charge and spin, kcal/mol: 136.2
E, eV: -7447.525

```
! wB97M-V def2-TZVPD RIJCOSX def2/J DEFGRID3
* xyz 0 1
H -1.32222 0.71218 -2.28258
C 1.18739 -0.66857 0.69539
C 0.72549 1.21185 -1.12977
C -0.99538 0.09694 -0.14020
H -0.05822 -2.35319 1.00143
C -1.44384 -0.86872 0.93291
H -2.05870 -0.34472 1.70634
H 1.32857 1.35077 -2.14292
C 1.56149 0.12940 -0.25723
H 2.55168 0.17672 -0.61015
H 0.98603 2.20907 -0.55834
C -0.87394 1.17752 -1.24140
H -1.28546 2.21649 -1.20797
H 0.36245 -1.18119 2.43792
H 2.15343 -1.19938 0.95320
H -0.38025 -0.55432 -0.65894
C 0.06629 -1.28111 1.39797
H -0.53335 0.87001 0.62112
H -1.97146 -1.69976 0.48322
*
```

ORCA calculation (ωB97M-V with the def2-TZVPD basis set) on a molecular structure, C6H12O.

Calculated values
LUMO energy, eV: 0.861
Energy above the lowest of the compared OMol25 structures with the same formula, charge and spin, kcal/mol: 82.4
E, eV: -8460.780

```
! wB97M-V def2-TZVPD RIJCOSX def2/J DEFGRID3
* xyz 0 1
H -1.35265 -2.01514 -0.72397
C -1.53349 -0.95414 -0.57216
H -2.44521 -1.32758 1.40066
H -0.67047 1.48272 -1.48042
H 3.02579 1.66924 -0.40868
H -3.59604 -1.41946 0.07542
C 2.83142 0.88118 0.32034
H -1.88509 -0.48989 -1.50067
H -2.99262 0.17266 0.62248
C -0.27553 1.23966 -0.45937
C 1.67970 -0.12572 -0.07879
H 3.77353 0.27768 0.36523
H 2.76496 1.33124 1.31670
H -0.22209 -0.44749 0.99199
H 1.82662 -0.46645 -1.08243
H 1.76672 -0.88543 0.66642
C -0.27842 -0.16595 -0.04619
O 0.29307 2.11311 0.15258
C -2.71018 -0.87023 0.44086
*
```

ORCA calculation (ωB97M-V with the def2-TZVPD basis set) on 3 unconnected molecules or ions with the total composition CH5O4.

Calculated values
LUMO energy, eV: 4.238
Energy above the lowest of the compared OMol25 structures with the same formula, charge and spin, kcal/mol: 2.7
E, eV: -9310.387

```
! wB97M-V def2-TZVPD RIJCOSX def2/J DEFGRID3
* xyz -1 1
O -0.71800 2.17021 -0.34421
H -0.89303 -2.56947 1.25544
O 2.17998 -0.65008 -1.48185
H 2.54164 0.23762 -1.39561
H -1.90634 0.76469 0.42899
H -0.42092 -1.12157 1.12829
C -0.90829 0.99520 -0.02247
O -0.61720 -1.83212 1.80648
O -0.12085 0.00945 -0.10656
H 1.33020 -0.54357 -0.99256
*
```

ORCA calculation (ωB97M-V with the def2-TZVPD basis set) on C3H9NO in the gas phase.

Calculated values
LUMO energy, eV: 0.996
Energy above the lowest of the compared OMol25 structures with the same formula, charge and spin, kcal/mol: 26.5
E, eV: -6793.907

```
! wB97M-V def2-TZVPD RIJCOSX def2/J DEFGRID3
* xyz 0 1
H -0.98666 -1.28928 -1.30307
H 1.33911 -0.83406 -0.19849
O 1.26992 0.47974 1.89102
H 0.64743 -1.40125 2.19332
H -1.24371 1.40288 -1.69084
H 0.08200 0.65305 -2.48492
H -0.66959 -0.37249 1.80154
N 0.39873 -0.91858 0.15645
H 0.29334 1.46798 -0.94642
H 1.05863 1.22954 1.32549
C 0.37435 -0.56815 1.54541
C -0.35253 0.81817 -1.52006
H -1.53664 -0.24349 -0.06230
C -0.67437 -0.42407 -0.70713
*
```

ORCA calculation (ωB97M-V with the def2-TZVPD basis set) on 5 unconnected molecules or ions with the total composition C30H64O12.

Calculated values
LUMO energy, eV: 0.431
Energy above the lowest of the compared OMol25 structures with the same formula, charge and spin, kcal/mol: 186.6
E, eV: -56704.260

```
! wB97M-V def2-TZVPD RIJCOSX def2/J DEFGRID3
* xyz 0 1
C -6.40711 3.79334 -5.10920
C 0.83118 -3.18640 0.00459
H 0.06326 -10.80303 -0.89203
H 5.94772 -0.84388 1.05965
H 0.36914 -11.43526 0.74013
O 2.43799 4.67981 2.12607
C 5.21125 5.96128 3.30173
H 1.90488 -0.73815 -0.12386
H -3.79016 -10.88681 3.01958
H -2.09847 -11.07954 2.46589
H 3.40658 0.27417 3.97833
O -5.25093 4.42982 -4.57512
H 1.04511 1.13277 -0.99431
H -4.81093 7.68683 -5.32885
H -0.58684 0.64654 1.35597
H -6.79042 3.09537 -4.36133
H 4.41101 6.15549 1.02722
H -7.01384 7.60298 -2.80315
H -2.36823 -3.51392 1.99361
H 0.16327 4.59235 -1.59855
H -1.64021 4.06444 -1.45018
H 1.05524 -2.76738 -1.07805
C 3.69891 6.71833 1.64239
H -2.97132 -8.87408 1.91163
H -2.02058 -9.53731 -0.95676
H 6.89490 -2.73074 5.25726
H -2.36395 3.65869 -3.97431
C 1.26984 -0.73598 0.88554
C 0.69173 2.35067 -4.86794
H -3.73265 5.49395 -5.42211
H 6.47293 -1.23035 6.11048
H -0.88377 -1.56005 0.26958
H 2.01122 2.27314 0.15774
C -0.37536 -10.95849 0.09840
O 4.20633 6.91178 2.96650
H 5.11601 0.69702 4.20316
H 7.94137 -1.39788 2.36294
O -6.65690 7.03825 -4.76061
C -0.43969 2.68341 -2.81022
H -2.38919 1.77782 -3.48031
C -7.24937 6.78510 -3.49152
C 6.43445 -1.74415 5.14719
H -7.19322 4.51583 -5.34629
H 2.30622 3.53814 3.82186
H 2.03064 -1.03491 1.75440
H 1.93813 5.99036 0.64703
C -5.23591 6.86966 -4.73753
H -1.24225 -11.62065 0.01961
C 6.96723 -1.42922 2.85840
H 5.41331 6.03878 4.37401
O 7.16763 -0.97390 4.20047
H -3.20384 -2.64253 0.52851
C 2.33028 6.03115 1.66682
H 1.83511 -3.41881 0.58912
H 4.89165 4.93883 3.08193
H -1.32852 2.43169 0.30756
H 6.13221 6.18771 2.75510
H -1.66090 -8.04905 -0.06044
H -1.11278 1.02425 -5.40380
C 5.99904 -0.51449 2.10220
H -6.91078 5.83532 -3.06826
C -0.52464 3.63990 -1.48201
C -3.12151 -9.29283 0.90943
H 6.35087 0.52400 2.11072
O 4.67304 -0.61087 2.63194
H -0.38985 -4.97698 0.96522
O -3.51358 -10.66733 0.98162
C 0.94037 1.79135 -0.03293
C -3.15687 -3.67004 1.12579
H 4.18923 1.38961 2.83680
O 0.61934 3.26118 -3.68001
H -5.21473 5.45489 -6.39658
C -1.86820 -9.11721 0.04669
O -1.41609 -4.17487 -0.82437
H 3.58395 7.71263 1.19945
H 1.61840 6.59638 2.28355
H -4.84681 6.95497 -3.71595
H -0.24272 1.53465 -2.70635
O -0.72248 -9.70309 0.67335
C -0.28931 2.87395 -0.05283
O -2.80537 -6.05695 0.03364
O 1.79822 1.86736 -5.47780
H 0.42535 -5.31992 -0.71781
H 0.92714 4.62183 3.53732
C -0.90015 2.17577 -5.22932
C 2.01628 4.53370 3.47807
H 6.61308 -2.46898 2.84880
H -4.21855 -3.99563 1.49771
C -2.47303 -4.76016 0.06250
H 0.99941 1.23604 2.20195
H -0.17742 -2.20564 1.93193
C 4.34120 0.50044 3.45690
C -0.15343 -4.50211 -0.08474
C -1.72461 2.68008 -3.87684
H -8.33451 6.73971 -3.62196
C -4.82400 5.53850 -5.37337
H 2.48387 5.27698 4.13003
C 0.59156 0.72403 1.20595
C -3.14726 -11.26696 2.21933
H 5.38680 -1.85522 4.85352
C 0.09224 -1.91957 0.80823
H -3.94909 -8.75225 0.43939
H -6.13753 3.23086 -6.00833
H -3.29620 -12.34738 2.13495
H -1.05080 2.89282 -6.17180
H -0.01925 3.71426 0.75035
*
```

ORCA calculation (ωB97M-V with the def2-TZVPD basis set) on C24H31N3O6 in the gas phase.

Calculated values
LUMO energy, eV: 0.655
Energy above the lowest of the compared OMol25 structures with the same formula, charge and spin, kcal/mol: 3.2
E, eV: -42146.859

```
! wB97M-V def2-TZVPD RIJCOSX def2/J DEFGRID3
* xyz 0 1
C -0.33852 -0.54955 0.63466
H -5.40898 1.09055 -0.25196
C -2.63944 0.06906 0.14688
O 0.70803 -1.43758 0.76640
O 1.42509 3.37044 0.84679
C 4.03505 -2.13427 -0.38684
C -0.01427 0.80632 0.77953
C 4.52360 -0.25503 -2.34367
H 1.39583 -3.26841 1.11590
H -0.29679 -3.88801 2.84710
H -1.91321 -1.92306 0.17677
C -5.59827 -2.12959 -0.00902
H 3.90682 3.14159 1.24795
H 1.82609 0.28726 1.41796
O 4.86371 2.47498 -0.97648
O 3.68137 -0.56962 2.16714
H 4.90712 0.40078 -3.12345
C 1.93473 2.30351 1.10748
H 3.51708 1.95743 2.54003
H 3.45343 -0.05191 -2.22871
H -0.69992 2.79944 0.72277
C 3.42649 2.18729 1.47432
C 5.23304 0.05969 -1.01070
C -0.99026 1.77188 0.59355
C -2.35970 4.10344 -1.24847
H 5.82456 -1.36116 0.53073
H 0.55843 -2.39826 3.27485
H 4.07229 -2.93267 0.35290
H -5.15849 -0.63751 1.48236
C 4.71827 -1.70122 -2.67626
C 0.42593 -2.76644 1.16090
N -3.90813 -0.40683 -0.19911
H -1.08685 -2.31725 2.63726
H -3.97561 4.21370 0.17857
H -2.37175 4.04328 0.92031
H 6.30700 0.12143 -1.20292
O -3.30938 2.34643 0.17711
H -2.99845 3.79227 -2.07204
H -1.38924 3.62742 -1.36053
H -5.04568 -2.79510 -0.69078
H -0.24649 -3.24999 0.44160
C -3.00195 3.72451 0.08190
H 2.99640 -1.79325 -0.45719
C 4.91047 -0.95508 0.08917
N 1.30929 1.10805 1.12300
H -5.27654 -1.11459 -2.37708
N 4.09766 1.14836 0.72427
H -4.30909 1.02429 -1.65420
H -2.22647 5.18054 -1.29226
O -6.50926 -1.34662 -0.74305
H 5.04490 -1.96668 -3.66856
C -1.63993 -0.88993 0.32027
H -3.89104 -1.87502 1.29270
C 4.16842 -0.16070 1.14113
C -4.84696 0.42417 -0.92200
H 4.61131 -3.66036 -1.89939
C -4.60361 -1.25144 0.75312
C -0.13974 -2.84851 2.57350
C 4.74404 1.39102 -0.47690
H -6.19541 -2.72975 0.67996
H -6.59706 0.07358 -2.16045
C 4.48913 -2.60206 -1.73381
C -2.30090 1.42904 0.29020
C -5.82820 -0.50431 -1.64527
*
```

Question: LUMO energy of number 3 (CH5O4)?
Answer: 4.238 eV